1.
Computed, not measured: a structure of composition C3H7NO, with wB97M-V/def2-TZVPD.

```
! RIJCOSX wB97M-V def2-TZVPD def2/J DEFGRID3
* xyz 0 1
C -1.998 -0.313 -0.304
N -0.648 -0.004 0.152
C 0.384 -0.173 -0.625
O 0.798 -0.512 -1.681
C 1.756 0.402 0.606
H -2.015 -1.211 -0.931
H -2.427 0.522 -0.870
H -2.621 -0.490 0.576
H 0.437 0.342 0.855
H 2.141 1.275 0.079
H 2.399 -0.467 0.457
H 1.793 0.628 1.688
*
```

Output
- HOMO-LUMO gap: 0.39662 Ha
- LUMO: 0.91 eV
- E_HOMO: -9.88 eV
- Energy above the lowest of the compared OMol25 structures with the same formula, charge and spin: 90.4 kcal per mole

---

2.
Computed, not measured: a structure of composition C30H38N4O4PdS, with wB97M-V/def2-TZVPD.

```
! RIJCOSX wB97M-V def2-TZVPD def2/J DEFGRID3
* xyz 0 3
Pd 0.361 -0.055 -0.110
C 1.735 -4.088 0.065
C 0.572 -4.061 -0.883
C 0.461 -4.989 -1.911
C -0.633 -4.986 -2.764
C -1.637 -4.049 -2.585
C -1.558 -3.105 -1.566
C -2.652 -2.087 -1.386
C -0.446 -3.111 -0.713
N -0.329 -2.102 0.271
C -0.559 -2.418 1.554
O -0.832 -3.519 2.028
C -0.463 -1.227 2.495
C -0.682 -1.293 3.861
C -0.593 -0.117 4.595
C -0.299 1.091 3.969
C -0.092 1.079 2.601
N -0.177 -0.063 1.934
C 0.207 2.326 1.778
O 0.256 3.405 2.369
N 0.378 2.091 0.464
C 0.446 3.199 -0.408
C -0.691 3.995 -0.617
C -1.968 3.713 0.122
C -0.623 5.040 -1.531
C 0.535 5.294 -2.246
C 1.652 4.499 -2.040
C 1.626 3.452 -1.124
C 2.855 2.616 -0.885
H 2.479 -4.819 -0.255
H 1.393 -4.356 1.070
H 2.206 -3.109 0.134
H 1.243 -5.731 -2.038
H -0.705 -5.719 -3.561
H -2.498 -4.042 -3.247
H -3.164 -1.892 -2.330
H -2.259 -1.152 -0.992
H -3.396 -2.443 -0.668
H -0.919 -2.249 4.307
H -0.762 -0.138 5.665
H -0.234 2.029 4.503
H -2.211 2.646 0.097
H -2.797 4.271 -0.314
H -1.874 3.995 1.173
H -1.503 5.658 -1.689
H 0.570 6.111 -2.958
H 2.566 4.694 -2.592
H 3.668 2.932 -1.540
H 2.653 1.564 -1.070
H 3.189 2.721 0.153
C 5.222 -0.171 0.232
N 4.363 0.308 1.303
C 4.933 1.203 2.302
C 3.047 0.113 1.246
O 2.489 -0.553 0.367
H 6.136 -0.589 0.654
H 5.481 0.648 -0.445
H 4.693 -0.937 -0.325
H 5.962 0.911 2.497
H 4.373 1.133 3.232
H 4.922 2.238 1.957
H 2.484 0.588 2.058
C -0.786 -1.531 -5.427
C 0.119 -0.506 -4.750
S -0.300 -0.392 -2.998
O 0.842 0.339 -2.337
C -1.653 0.811 -3.068
C -1.259 2.158 -3.647
H -0.472 -1.682 -6.459
H -1.826 -1.195 -5.445
H -0.747 -2.489 -4.906
H 0.065 0.479 -5.211
H 1.161 -0.823 -4.741
H -1.961 0.901 -2.026
H -2.476 0.327 -3.604
H -0.309 2.490 -3.227
H -2.012 2.901 -3.389
H -1.182 2.129 -4.734
*
```

Output
- HOMO-LUMO gap (alpha / beta): 0.28434 / 0.23910 Ha
- LUMO (alpha / beta): 0.41 / -1.28 eV
- E_HOMO (alpha / beta): -7.33 / -7.79 eV
- Energy above the lowest of the compared OMol25 structures with the same formula, charge and spin: 10.5 kcal per mole

---

3.
Computed, not measured: a structure of composition C34H30Cl5N4O2PRu, with wB97M-V/def2-TZVPD.

```
! RIJCOSX wB97M-V def2-TZVPD def2/J DEFGRID3
* xyz 1 2
Ru -0.282 0.153 -0.123
N -1.460 -1.337 -1.222
C -1.602 -2.510 -0.335
C -3.000 -3.134 -0.493
C -3.329 -4.440 0.236
C -2.365 -5.597 -0.022
N -1.157 -5.377 0.769
C 0.007 -5.954 0.589
N 1.077 -5.474 1.234
N 0.146 -6.991 -0.248
C -1.241 -2.143 1.116
O -1.236 -3.032 1.970
O -0.917 -0.932 1.392
H -2.364 -0.906 -1.400
H -1.075 -1.609 -2.119
H -0.838 -3.227 -0.644
H -3.136 -3.297 -1.567
H -3.739 -2.382 -0.200
H -4.322 -4.752 -0.089
H -3.396 -4.275 1.313
H -2.109 -5.657 -1.086
H -2.836 -6.539 0.269
H -1.203 -4.559 1.416
H 0.998 -4.629 1.778
H 1.965 -5.943 1.210
H -0.665 -7.472 -0.594
H 1.040 -7.431 -0.383
C -0.429 2.999 5.337
C 0.477 3.750 4.604
C 0.883 3.318 3.350
C 0.380 2.129 2.822
C -0.529 1.376 3.565
C -0.930 1.813 4.817
P 0.955 1.507 1.222
C 1.519 2.986 0.336
C 2.754 3.036 -0.300
C 3.092 4.137 -1.077
C 2.201 5.189 -1.219
C 0.970 5.150 -0.575
C 0.629 4.054 0.199
C 2.434 0.518 1.549
C 3.378 0.785 2.502
C 4.528 -0.026 2.596
C 4.711 -1.065 1.726
C 3.747 -1.365 0.733
C 3.915 -2.425 -0.196
C 2.962 -2.664 -1.143
C 1.782 -1.881 -1.189
C 1.542 -0.858 -0.300
C 2.576 -0.577 0.656
H -0.749 3.340 6.313
H 0.868 4.676 5.005
H 1.585 3.914 2.780
H -0.924 0.455 3.161
H -1.640 1.228 5.387
H 3.454 2.216 -0.197
H 4.054 4.171 -1.571
H 2.466 6.045 -1.827
H 0.276 5.975 -0.677
H -0.329 4.031 0.707
H 3.248 1.619 3.183
H 5.271 0.186 3.353
H 5.605 -1.675 1.787
H 4.821 -3.019 -0.157
H 3.109 -3.451 -1.873
H 1.062 -2.109 -1.971
Cl 0.071 1.507 -2.287
C -1.406 2.227 -1.641
C -1.797 1.599 -0.481
C -2.941 2.100 0.118
Cl -3.534 1.335 1.557
C -3.623 3.196 -0.420
Cl -5.039 3.796 0.343
C -3.154 3.814 -1.585
Cl -3.974 5.170 -2.245
C -2.015 3.320 -2.223
Cl -1.382 4.033 -3.647
*
```

Output
- HOMO-LUMO gap (alpha / beta): 0.28899 / 0.26781 Ha
- LUMO (alpha / beta): -2.37 / -3.19 eV
- E_HOMO (alpha / beta): -10.23 / -10.48 eV
- Energy above the lowest of the compared OMol25 structures with the same formula, charge and spin: 11.3 kcal per mole

---

4.
Computed, not measured: a cluster of 7 separate species, C29H49N7O6S in total in a non-equilibrium geometry, with wB97M-V/def2-TZVPD.

```
! RIJCOSX wB97M-V def2-TZVPD def2/J DEFGRID3
* xyz 0 1
C 2.703 1.574 2.191
C 1.493 0.965 2.640
C 0.100 0.407 3.357
C -0.869 -0.321 2.250
C -2.208 0.652 2.008
O -2.277 1.219 0.653
C -1.131 2.088 0.346
C -1.476 2.785 -1.134
C -1.049 1.846 -2.409
O -0.554 2.718 -3.507
C 0.847 3.111 -3.287
O 1.800 2.343 -2.724
C -0.912 3.341 1.384
S 0.696 4.312 1.034
O 0.212 5.606 0.273
O 1.281 4.791 2.386
N -1.405 -1.642 2.754
C -0.322 -2.670 2.992
C -0.944 -4.135 2.605
C -0.693 -4.621 1.062
C -0.069 -3.485 0.060
C 0.100 -3.986 -1.509
C 1.514 -4.866 -1.634
O 1.387 -6.178 -0.970
C 2.107 -7.224 -1.749
H 3.495 2.400 1.883
H -0.396 1.350 3.886
H 0.459 -0.297 4.232
H -0.285 -0.475 1.227
H -3.167 -0.050 2.119
H -2.328 1.458 2.876
H -0.174 1.438 0.163
H -2.661 2.921 -1.154
H -1.029 3.863 -1.241
H -2.061 1.368 -2.822
H -0.336 0.954 -2.152
H 1.193 4.181 -3.648
H -0.824 3.023 2.520
H -1.791 4.116 1.312
H 1.607 3.543 0.258
H -2.114 -1.987 2.070
H 0.716 -2.422 2.514
H -0.139 -2.688 4.172
H -0.548 -4.956 3.371
H -2.117 -4.069 2.821
H -0.094 -5.629 1.108
H -1.768 -4.897 0.622
H 1.042 -3.276 0.444
H -0.697 -2.504 0.166
H 0.116 -3.018 -2.173
H -0.784 -4.718 -1.741
H 2.431 -4.277 -1.163
H 1.677 -5.039 -2.785
H 1.370 -7.539 -2.615
H 3.097 -6.707 -2.152
H 2.361 -8.109 -1.007
C 4.022 0.395 -4.839
C 3.817 -1.110 -4.789
N 3.646 -2.359 -4.748
H 5.035 0.644 -4.510
H 3.881 0.757 -5.861
H 3.302 0.892 -4.183
C -0.988 6.064 -4.702
C -0.211 5.981 -6.005
N 0.433 5.912 -7.087
H -0.629 6.909 -4.107
H -2.053 6.203 -4.910
H -0.855 5.143 -4.129
C -0.672 -7.299 6.055
C -1.271 -5.941 5.728
N -1.768 -4.815 5.457
H -0.537 -7.878 5.137
H 0.299 -7.171 6.541
H -1.337 -7.848 6.727
C 2.453 8.341 -8.768
C 2.355 9.772 -9.271
N 2.273 10.959 -9.688
H 1.453 7.912 -8.666
H 3.030 7.737 -9.474
H 2.950 8.322 -7.794
C -4.179 -9.416 7.857
C -3.402 -9.499 6.553
N -2.757 -9.568 5.471
H -3.820 -8.571 8.452
H -5.243 -9.277 7.648
H -4.045 -10.337 8.430
C -0.084 8.286 1.996
C -0.683 9.644 1.669
N -1.180 10.771 1.398
H 0.051 7.707 1.078
H 0.887 8.414 2.482
H -0.749 7.737 2.669
*
```

Output
- HOMO-LUMO gap: 0.32344 Ha
- LUMO: -0.46 eV
- E_HOMO: -9.26 eV
- SMILES: C#CC[C@H](CO[C@@H](CCOC=O)C[SH](=O)=O)NCCCCCCOC.CC#N.CC#N.CC#N.CC#N.CC#N.CC#N

---

5.
Computed, not measured: a cluster of 7 separate species, C4H19O8S2 in total in a non-equilibrium geometry, with wB97M-V/def2-TZVPD.

```
! RIJCOSX wB97M-V def2-TZVPD def2/J DEFGRID3
* xyz -1 1
C 1.304 -0.957 -2.254
C -0.170 -0.493 -2.213
O -0.766 -0.522 -3.290
O -0.697 -0.180 -1.094
C 2.126 -0.217 -1.175
S 2.900 1.275 -1.806
S 3.150 2.316 -0.086
C 1.527 2.961 0.254
H 1.182 -1.970 -1.862
H 1.598 -0.718 -3.269
H 2.972 -0.787 -0.795
H 1.407 -0.121 -0.364
H 1.202 3.763 -0.420
H 0.761 2.198 0.065
H 1.232 3.339 1.234
H -2.333 2.175 -1.711
H -2.721 1.277 -0.614
O -3.095 2.000 -1.143
H -2.308 -0.112 2.360
H -1.400 -1.378 2.344
O -1.736 -0.646 2.922
H -0.208 0.313 2.800
H 1.282 0.175 2.540
O 0.623 0.794 2.867
H 1.406 -3.156 1.268
H 1.174 -1.713 0.938
O 1.857 -2.308 1.256
H -0.821 -1.326 0.400
H -1.790 -2.542 0.640
O -0.958 -2.149 0.914
H -3.569 -0.435 -0.591
H -2.132 -0.448 -0.300
O -3.001 -0.411 0.185
*
```

Output
- HOMO-LUMO gap: 0.31891 Ha
- LUMO: 2.92 eV
- E_HOMO: -5.76 eV
- Energy above the lowest of the compared OMol25 structures with the same formula, charge and spin: 0.0 kcal per mole

---

6.
Computed, not measured: a cluster of 2 separate species, C21H32N3 in total in a non-equilibrium geometry, with wB97M-V/def2-TZVPD.

```
! RIJCOSX wB97M-V def2-TZVPD def2/J DEFGRID3
* xyz 1 1
C -5.563 -2.442 -0.024
N -5.046 -1.504 0.966
C -5.688 -1.529 2.267
C -3.819 -0.901 0.788
C -3.562 0.370 1.371
C -2.298 0.910 1.281
C -1.222 0.203 0.663
C 0.032 0.882 0.591
C 1.293 0.277 0.829
C 2.537 0.971 0.654
C 3.729 0.295 0.658
C 3.799 -1.058 1.106
N 5.017 -1.695 1.183
C 5.386 -2.467 2.347
C 5.975 -1.634 0.095
C 2.590 -1.676 1.535
C 1.374 -1.054 1.351
C -1.503 -1.061 0.070
C -2.795 -1.553 0.075
H -5.441 -2.009 -1.029
H -4.999 -3.393 -0.004
H -6.629 -2.634 0.157
H -5.355 -0.675 2.873
H -6.782 -1.505 2.157
H -5.425 -2.454 2.815
H -4.361 0.894 1.883
H -2.100 1.906 1.693
H -0.035 1.963 0.706
H 2.540 2.061 0.488
H 4.663 0.810 0.418
H 5.145 -1.925 3.269
H 4.889 -3.443 2.394
H 6.469 -2.620 2.315
H 5.780 -0.744 -0.506
H 6.991 -1.606 0.507
H 5.891 -2.510 -0.566
H 2.652 -2.672 1.978
H 0.458 -1.570 1.633
H -0.715 -1.617 -0.437
H -3.029 -2.508 -0.393
C -1.735 1.929 -3.719
C -1.248 1.728 -2.292
N 0.208 1.775 -2.119
C 0.740 3.018 -1.552
C 1.882 3.694 -2.312
H -2.812 1.758 -3.789
H -1.508 2.949 -4.046
H -1.223 1.235 -4.388
H -1.680 2.473 -1.621
H -1.597 0.758 -1.916
H 0.649 1.591 -3.017
H -0.102 3.697 -1.355
H 1.116 2.709 -0.581
H 2.548 4.165 -1.587
H 2.439 2.963 -2.900
H 1.477 4.476 -2.962
*
```

Output
- HOMO-LUMO gap: 0.21493 Ha
- LUMO: -4.53 eV
- E_HOMO: -10.38 eV
- Energy above the lowest of the compared OMol25 structures with the same formula, charge and spin: 33.3 kcal per mole

---

7.
Computed, not measured: the molecule C2H8N2O2 in a non-equilibrium geometry, with wB97M-V/def2-TZVPD.

```
! RIJCOSX wB97M-V def2-TZVPD def2/J DEFGRID3
* xyz 0 1
C 0.909 0.771 1.812
O -0.169 1.030 0.943
C -0.577 -0.209 -0.058
O -1.836 0.107 -0.515
N 0.471 0.070 -0.945
N 0.056 -1.247 -1.858
H 0.574 0.189 2.680
H 1.340 1.712 2.172
H 1.746 0.221 1.360
H -0.512 -1.114 0.544
H -2.443 -0.067 0.219
H 0.213 0.923 -1.446
H -0.672 -0.950 -2.513
H 0.901 -1.437 -2.395
*
```

Output
- HOMO-LUMO gap: 0.37839 Ha
- LUMO: 0.89 eV
- E_HOMO: -9.41 eV
- Energy above the lowest of the compared OMol25 structures with the same formula, charge and spin: 88.6 kcal per mole
- SMILES: CO[C@@H](O)NN

---

8.
Computed, not measured: a cluster of 2 separate species, C3H9N4 in total in a non-equilibrium geometry, with wB97M-V/def2-TZVPD.

```
! RIJCOSX wB97M-V def2-TZVPD def2/J DEFGRID3
* xyz 1 1
C 0.201 1.185 0.609
C -1.149 0.429 0.959
C -0.262 0.003 -1.317
N 3.956 -2.027 0.022
N 2.928 -1.727 0.279
N 0.740 0.507 -0.540
N -1.263 -0.494 -0.258
H -0.006 2.122 0.335
H 0.693 1.218 1.591
H -1.020 -0.170 1.777
H -2.042 1.101 0.818
H -0.085 -0.838 -1.835
H -0.777 0.901 -1.905
H 1.412 -0.116 -0.174
H -1.114 -1.449 0.078
H -2.211 -0.646 -0.439
*
```

Output
- HOMO-LUMO gap: 0.40665 Ha
- LUMO: -3.45 eV
- E_HOMO: -14.52 eV
- Energy above the lowest of the compared OMol25 structures with the same formula, charge and spin: 35.1 kcal per mole

---

9.
Computed, not measured: the ion C6H7FN with charge +1 in a non-equilibrium geometry, with wB97M-V/def2-TZVPD.

```
! RIJCOSX wB97M-V def2-TZVPD def2/J DEFGRID3
* xyz 1 1
C -1.832 -0.967 0.010
N -0.678 -0.083 -0.004
C 0.589 -0.631 -0.016
C 1.727 0.107 -0.019
C 1.729 1.529 0.005
C 0.594 2.238 0.016
C -0.836 1.205 0.001
F -2.001 1.763 -0.019
H -1.686 -1.792 -0.685
H -1.968 -1.380 1.012
H -2.734 -0.425 -0.274
H 0.627 -1.709 -0.033
H 2.680 -0.405 -0.038
H 2.684 2.044 -0.007
H 0.387 3.288 0.026
*
```

Output
- HOMO-LUMO gap: 0.37494 Ha
- LUMO: -4.27 eV
- E_HOMO: -14.47 eV
- Energy above the lowest of the compared OMol25 structures with the same formula, charge and spin: 13.7 kcal per mole
- SMILES: C[n+]1ccccc1F

---

10.
Computed, not measured: the molecule C2H3N3 in a non-equilibrium geometry, with wB97M-V/def2-TZVPD.

```
! RIJCOSX wB97M-V def2-TZVPD def2/J DEFGRID3
* xyz 0 1
C 0.076 0.909 0.114
C 0.996 -0.122 -0.119
N 0.369 -1.300 -0.118
N -0.842 -1.070 0.253
N -1.115 0.375 0.359
H 0.223 1.981 0.139
H 2.063 -0.068 -0.289
H -1.771 -0.706 -0.339
*
```

Output
- HOMO-LUMO gap: 0.42623 Ha
- LUMO: 1.00 eV
- E_HOMO: -10.59 eV
- Energy above the lowest of the compared OMol25 structures with the same formula, charge and spin: 64.0 kcal per mole
- SMILES: c1cn[nH]n1

---

11.
Computed, not measured: a structure of composition C18H22BN6OS4ScSe4 in a non-equilibrium geometry, with wB97M-V/def2-TZVPD.

```
! RIJCOSX wB97M-V def2-TZVPD def2/J DEFGRID3
* xyz -2 1
Sc 9.560 11.097 9.950
C 7.613 9.386 12.854
C 8.655 10.437 13.018
C 9.095 10.953 14.235
C 10.071 11.895 13.976
C 10.868 12.712 14.996
N 10.237 11.959 12.645
N 9.316 11.026 12.037
B 11.249 12.762 11.786
N 12.205 11.897 10.927
N 11.720 11.191 9.775
C 12.767 10.534 9.270
C 12.644 9.803 7.977
C 13.875 10.706 10.099
C 13.478 11.543 11.148
C 14.339 12.016 12.339
N 10.515 13.689 10.773
N 9.695 13.196 9.724
C 9.277 14.281 9.038
C 8.472 14.188 7.804
C 9.819 15.444 9.611
C 10.577 15.036 10.726
C 11.349 15.892 11.732
H 7.542 8.813 13.795
H 7.850 8.726 12.033
H 6.618 9.802 12.641
H 8.771 10.660 15.218
H 10.287 12.695 15.932
H 11.012 13.733 14.673
H 11.801 12.175 15.221
H 11.870 13.389 12.582
H 11.838 10.263 7.386
H 12.356 8.762 8.126
H 13.595 9.827 7.482
H 14.838 10.243 9.975
H 15.298 11.503 12.241
H 13.918 11.687 13.276
H 14.521 13.111 12.325
H 8.613 13.175 7.373
H 8.794 14.956 7.110
H 7.385 14.350 7.965
H 9.742 16.480 9.251
H 11.228 16.904 11.319
H 12.389 15.664 11.720
H 10.897 15.818 12.723
O 9.157 5.633 5.303
C 9.315 6.528 6.093
S 9.510 6.302 7.865
C 9.451 7.972 8.357
C 9.295 8.949 7.233
S 9.203 10.639 7.372
S 9.201 8.258 5.678
S 9.575 8.391 9.975
Se 6.812 13.687 11.731
Se 4.907 13.240 10.584
Se 5.716 11.911 8.812
Se 6.507 9.990 9.733
*
```

Output
- HOMO-LUMO gap: 0.14639 Ha
- LUMO: 3.71 eV
- E_HOMO: -0.27 eV
- Energy above the lowest of the compared OMol25 structures with the same formula, charge and spin: 0.0 kcal per mole

---

Molecular weight in g/mol, matching the order above: 73.1, 657.1, 835.9, 623.8, 259.3, 326.5, 92.1, 101.1, 112.1, 69.1, 838.3